## P
Formula: C4H16NO3
Source: the Open Molecules 2025 dataset
Level of theory: the ωB97M-V functional and the def2-TZVPD basis

The LUMO energy is -2.8121 eV. The highest occupied orbital energy comes out at -0.518 Ha. Its HOMO-LUMO gap is 11.284 eV.

Structure (ORCA input):
```
! wB97M-V def2-TZVPD RIJCOSX def2/J DEFGRID3
* xyz 1 1
O 1.49 2.11 1.24
C 1.35 2.19 -0.19
C 0.56 0.98 -0.66
N 0.05 0.28 0.63
C 0.03 -1.30 0.68
C -0.65 1.51 -1.46
H 1.49 2.99 1.65
H 2.37 1.97 -0.74
H 0.98 3.14 -0.34
H 1.29 0.41 -1.36
H 0.90 0.42 1.26
H -0.82 0.86 0.98
H 0.25 -1.74 -0.30
H -0.95 -1.52 1.13
H 0.85 -1.50 1.53
H -1.15 2.48 -1.41
H -0.48 1.39 -2.61
H -1.40 0.75 -1.41
H -4.98 -1.87 -0.39
H -4.94 -2.60 1.01
O -4.39 -2.11 0.37
H 1.88 -3.22 -1.32
H 2.56 -3.29 -0.04
O 2.15 -2.61 -0.64
*
```

=====

## Q
Formula: C4H16NO3
Source: the Open Molecules 2025 dataset
Level of theory: the ωB97M-V functional and the def2-TZVPD basis

The LUMO energy is -2.7394 eV. The highest occupied orbital energy comes out at -0.532 Ha. Its HOMO-LUMO gap is 11.731 eV.

Structure (ORCA input):
```
! wB97M-V def2-TZVPD RIJCOSX def2/J DEFGRID3
* xyz 1 1
C -2.21 -1.25 -0.24
C -1.06 -0.29 0.16
C -1.35 1.18 -0.01
C -0.49 2.04 0.93
O 0.73 2.39 0.22
N 0.07 -0.68 -0.77
H -2.16 -2.15 0.37
H -2.19 -1.62 -1.26
H -3.16 -0.75 -0.06
H -0.83 -0.53 1.20
H -1.10 1.46 -1.04
H -2.37 1.56 0.06
H -0.97 2.94 1.30
H -0.09 1.39 1.71
H 0.90 3.33 0.19
H -0.14 -0.31 -1.68
H 1.00 -0.31 -0.48
H 0.26 -1.68 -0.77
H 1.90 0.78 0.66
H 3.25 0.62 0.04
O 2.56 0.09 0.46
H 3.24 -2.53 -0.56
H 1.92 -3.20 0.04
O 2.28 -2.48 -0.48
*
```

=====

## R
Formula: C4H16NO3
Source: the Open Molecules 2025 dataset
Level of theory: the ωB97M-V functional and the def2-TZVPD basis

The LUMO energy is -2.7049 eV. The highest occupied orbital energy comes out at -0.523 Ha. Its HOMO-LUMO gap is 11.534 eV.

Structure (ORCA input):
```
! wB97M-V def2-TZVPD RIJCOSX def2/J DEFGRID3
* xyz 1 1
C 0.08 -2.26 -0.08
C -0.31 -0.88 -0.56
C 0.68 -0.26 -1.53
C 1.94 0.36 -0.88
O -0.06 0.69 -2.28
N -0.46 0.03 0.66
H -0.24 -2.97 -0.84
H 1.14 -2.41 0.11
H -0.54 -2.59 0.75
H -1.32 -0.94 -0.98
H 1.10 -1.01 -2.19
H 1.81 0.97 0.01
H 2.57 -0.47 -0.56
H 2.48 0.88 -1.66
H 0.34 0.87 -3.14
H -1.16 -0.33 1.30
H 0.48 -0.02 1.04
H -0.76 0.96 0.37
H -0.77 0.70 3.99
H -0.69 -0.81 4.05
O -0.74 -0.08 3.42
H -1.31 3.67 -0.13
H -2.44 3.02 -0.81
O -1.85 2.87 -0.06
*
```

=====

Energy relative to the most stable one, in hartree: P 0.1046; Q 0.0220; R 0.0000

=====

## P
Formula: H16O8Sr
Source: the Open Molecules 2025 dataset
Level of theory: the ωB97M-V functional and the def2-TZVPD basis

The LUMO energy is -6.2433 eV. The highest occupied orbital energy comes out at -0.689 Ha. Its HOMO-LUMO gap is 12.514 eV.

Structure (ORCA input):
```
! wB97M-V def2-TZVPD RIJCOSX def2/J DEFGRID3
* xyz 2 1
Sr 10.42 0.40 -3.55
O 8.31 1.30 -4.68
H 8.18 1.16 -5.63
H 7.51 1.76 -4.40
O 11.46 2.63 -3.06
H 12.01 3.28 -3.53
H 11.74 2.69 -2.13
O 8.56 0.99 -1.83
H 7.70 1.40 -2.00
H 8.45 0.53 -0.99
O 9.49 -1.84 -2.33
H 10.15 -2.55 -2.31
H 8.74 -2.18 -1.82
O 11.50 0.46 -1.18
H 12.41 0.54 -0.87
H 10.99 0.28 -0.37
O 12.15 -1.39 -3.57
H 12.77 -1.77 -2.93
H 12.29 -1.89 -4.39
O 11.99 1.22 -5.42
H 11.84 1.93 -6.05
H 12.93 1.00 -5.52
O 9.82 -1.24 -5.56
H 10.39 -1.91 -5.96
H 8.96 -1.67 -5.46
*
```

=====

## Q
Formula: H16O8Sr
Source: the Open Molecules 2025 dataset
Level of theory: the ωB97M-V functional and the def2-TZVPD basis

The LUMO energy is -6.2277 eV. The highest occupied orbital energy comes out at -0.685 Ha. Its HOMO-LUMO gap is 12.423 eV.

Structure (ORCA input):
```
! wB97M-V def2-TZVPD RIJCOSX def2/J DEFGRID3
* xyz 2 1
Sr -0.03 -0.03 0.09
O 0.90 2.41 0.33
H 1.21 3.00 -0.36
H 0.80 2.98 1.09
O -1.81 1.73 -0.65
H -1.65 2.55 -1.13
H -2.77 1.64 -0.66
O 0.81 -2.14 -1.54
H 0.38 -2.92 -1.19
H 0.77 -2.25 -2.49
O -1.84 -1.60 -0.48
H -2.11 -2.11 -1.25
H -2.54 -1.74 0.16
O -0.93 0.98 2.20
H -1.39 1.66 2.69
H -0.88 0.24 2.81
O 0.61 0.64 -2.34
H 0.29 1.22 -3.04
H 1.33 0.15 -2.74
O 0.07 -1.76 1.89
H 0.74 -1.65 2.56
H -0.38 -2.57 2.13
O 2.42 -0.18 0.57
H 2.84 0.03 1.41
H 3.16 -0.27 -0.04
*
```

=====

Energy relative to the most stable one, in hartree: P 0.0000; Q 0.0044

=====

## P
Formula: CH2N4O
Source: the Open Molecules 2025 dataset
Level of theory: the ωB97M-V functional and the def2-TZVPD basis

The LUMO energy is -0.6187 eV. The highest occupied orbital energy comes out at -0.326 Ha. Its HOMO-LUMO gap is 8.256 eV.

Structure (ORCA input):
```
! wB97M-V def2-TZVPD RIJCOSX def2/J DEFGRID3
* xyz 0 1
N -0.38 -1.43 -0.46
C -0.05 -0.18 -0.43
N 0.24 0.96 -1.10
O 0.49 1.88 -0.06
N 0.37 1.36 1.14
N 0.05 0.15 0.92
H -0.53 -1.91 -1.32
H -0.19 -0.82 1.30
*
```

=====

## Q
Formula: CH2N4O
Source: the Open Molecules 2025 dataset
Level of theory: the ωB97M-V functional and the def2-TZVPD basis

The LUMO energy is 0.5500 eV. Its SMILES is Oc1nn[nH]n1. The highest occupied orbital energy comes out at -0.384 Ha. Its HOMO-LUMO gap is 11.008 eV.

Structure (ORCA input):
```
! wB97M-V def2-TZVPD RIJCOSX def2/J DEFGRID3
* xyz 0 1
O -1.63 0.46 -0.98
C -0.48 0.22 -0.37
N 0.67 0.17 -1.13
N 1.61 -0.06 -0.31
N 1.07 -0.13 0.95
N -0.29 -0.01 0.90
H -2.35 0.37 -0.33
H 1.40 -1.02 1.27
*
```

=====

Energy relative to the most stable one, in hartree: P 0.1243; Q 0.0000

=====

## P
Formula: CH2N4O
Source: the Open Molecules 2025 dataset
Level of theory: the ωB97M-V functional and the def2-TZVPD basis

The LUMO energy (spin up / spin down) is -1.2092 / -1.2099 eV. The highest occupied orbital energy (spin up / spin down) comes out at -0.423 / -0.423 Ha. Its HOMO-LUMO gap (spin up / spin down) is 10.303 / 10.304 eV.

Structure (ORCA input):
```
! wB97M-V def2-TZVPD RIJCOSX def2/J DEFGRID3
* xyz 0 1
C 0.07 -0.25 -0.13
N -0.73 -0.20 0.89
N -0.66 -1.46 1.31
N 0.09 -2.21 0.65
N 0.29 1.61 -1.10
O 0.51 -1.46 -0.40
H -0.63 1.90 -0.60
H 1.07 2.07 -0.63
*
```

=====

## Q
Formula: CH2N4O
Source: the Open Molecules 2025 dataset
Level of theory: the ωB97M-V functional and the def2-TZVPD basis

The LUMO energy is 0.2851 eV. Its SMILES is Nc1nnon1. The highest occupied orbital energy comes out at -0.412 Ha. Its HOMO-LUMO gap is 11.489 eV.

Structure (ORCA input):
```
! wB97M-V def2-TZVPD RIJCOSX def2/J DEFGRID3
* xyz 0 1
N 1.44 0.21 -0.28
C 0.08 -0.15 -0.18
N -0.60 -0.51 0.98
N -1.82 -0.35 0.76
O -1.96 0.08 -0.54
N -0.76 0.18 -1.12
H 2.06 -0.50 0.09
H 1.53 1.00 0.34
*
```

=====

## R
Formula: CH2N4O
Source: the Open Molecules 2025 dataset
Level of theory: the ωB97M-V functional and the def2-TZVPD basis

The LUMO energy is -0.6343 eV. The highest occupied orbital energy comes out at -0.326 Ha. Its HOMO-LUMO gap is 8.226 eV.

Structure (ORCA input):
```
! wB97M-V def2-TZVPD RIJCOSX def2/J DEFGRID3
* xyz 0 1
N 1.49 0.06 -0.20
C 0.22 -0.02 -0.39
N -0.81 -0.13 -1.27
O -1.94 -0.14 -0.43
N -1.64 -0.04 0.85
N -0.38 0.03 0.86
H 2.13 0.06 -0.96
H 0.51 0.12 1.43
*
```

=====

## S
Formula: CH2N4O
Source: the Open Molecules 2025 dataset
Level of theory: the ωB97M-V functional and the def2-TZVPD basis

The LUMO energy is 0.4912 eV. Its SMILES is [H]/N=c1/[nH]nno1. The highest occupied orbital energy comes out at -0.366 Ha. Its HOMO-LUMO gap is 10.457 eV.

Structure (ORCA input):
```
! wB97M-V def2-TZVPD RIJCOSX def2/J DEFGRID3
* xyz 0 1
H 2.23 -0.10 -0.62
N 1.37 0.01 -1.08
C 0.52 0.15 -0.13
N -0.88 0.07 -0.39
N -1.61 0.07 0.65
N -0.90 0.12 1.59
O 0.36 0.42 1.21
H -1.09 -0.74 -1.23
*
```

=====

Energy relative to the most stable one, in hartree: P 0.1069; Q 0.0000; R 0.0817; S 0.0488